Record 1
Entry from the OMol25 dataset: a structure of composition C19H15BrLaN4O4S (ωB97M-V/def2-TZVPD).

The geometry in XYZ format:
```
45
Properties=species:S:1:pos:R:3:lowdin_charge:R:1
La -0.876 -0.109 0.819 2.202
O -0.488 2.023 1.403 -0.362
N -1.333 2.964 1.075 0.031
N -2.068 2.622 0.119 -0.201
O -1.956 1.455 -0.483 -0.297
C -3.095 3.577 -0.361 -0.152
C -3.263 4.776 0.305 -0.012
C -4.235 5.636 -0.184 -0.055
C -4.997 5.291 -1.295 -0.062
C -4.797 4.076 -1.929 -0.055
C -3.830 3.191 -1.461 -0.010
H -2.676 5.043 1.169 0.115
H -4.394 6.583 0.315 0.114
H -5.750 5.976 -1.661 0.113
H -5.389 3.799 -2.790 0.113
H -3.661 2.240 -1.939 0.112
N 5.174 -1.982 -3.410 0.103
C 5.146 -1.728 -2.086 -0.862
S 6.399 -1.817 -1.067 0.736
C 3.743 -1.399 -1.606 -0.230
C 3.545 -0.341 -0.731 -0.002
C 2.263 -0.116 -0.267 -0.134
N 1.233 -0.898 -0.598 -0.098
C 1.425 -1.916 -1.434 -0.121
C 2.667 -2.190 -1.983 -0.005
H 6.052 -2.216 -3.845 0.111
H 4.389 -1.771 -4.000 0.110
H 4.372 0.279 -0.416 0.121
H 2.072 0.722 0.400 0.112
H 0.567 -2.530 -1.679 0.121
H 2.780 -3.036 -2.646 0.129
Br 3.497 -3.877 1.386 0.838
C 1.777 -3.336 1.880 -0.697
C 1.625 -2.215 2.694 -0.113
C 0.352 -1.768 3.004 -0.106
C -0.781 -2.449 2.539 -0.249
C -0.613 -3.588 1.763 -0.011
C 0.666 -4.032 1.431 -0.097
C -2.176 -1.938 2.825 -0.601
O -2.977 -2.607 3.408 0.148
O -2.414 -0.715 2.301 -0.302
H 2.496 -1.703 3.080 0.117
H 0.225 -0.911 3.661 0.135
H -1.493 -4.142 1.461 0.137
H 0.798 -4.926 0.837 0.115
```

Results
**E_LUMO**: -3.6 eV
**Energy relative to the best compared isomer or geometry (same formula, charge and spin)**: 0.00 kJ/mol
**Spin multiplicity**: 1
**Charge**: +1
**DFT total energy**: -4256.62792 Eh

=====

Record 2
Entry from the OMol25 dataset: the molecule C2H5NO6S2 (ωB97M-V/def2-TZVPD).

The geometry in XYZ format:
```
16
Properties=species:S:1:pos:R:3:nbo_charge:R:1
C -0.493 0.432 1.530 0.206
C 2.379 -0.103 -0.917 -0.178
N 1.828 0.817 -1.585 -0.537
O -1.462 0.947 -1.028 -0.904
O -3.607 0.131 -0.077 -0.923
O 1.918 -2.157 0.675 -0.893
O 0.049 -1.341 -0.766 -0.938
O -1.491 -0.372 1.118 -0.704
O 0.835 -0.033 1.199 -0.748
S -2.010 -0.231 -0.521 1.806
S 1.209 -1.097 0.049 2.351
H -0.626 1.503 1.027 0.184
H -0.276 0.611 2.660 0.207
H 3.550 -0.224 -0.992 0.218
H 2.484 1.522 -1.996 0.362
H -4.287 -0.406 -0.376 0.493
```

Results
**E_LUMO**: 0.1 eV
**Energy relative to the best compared isomer or geometry (same formula, charge and spin)**: 60.43 kJ/mol
**Spin multiplicity**: 1
**Charge**: 0
**DFT total energy**: -1381.65617 Eh

=====

Record 3
Entry from the OMol25 dataset: a structure of composition C3H2CsLiO2 (ωB97M-V/def2-TZVPD).

The geometry in XYZ format:
```
9
Properties=species:S:1:pos:R:3:lowdin_spin:R:1
C -3.283 0.957 0.632 0.001
C -3.238 -0.180 0.201 0.001
H -3.575 1.994 0.707 0.000
H -3.318 -1.042 -0.445 0.000
O -0.059 -2.100 -0.256 0.216
C 1.070 -2.330 0.152 0.522
O 2.031 -1.546 0.355 0.192
Cs 0.245 1.101 -0.931 0.040
Li 3.752 -2.095 0.719 0.028
```

Results
**E_LUMO (alpha / beta)**: -3.8 / -4.0 eV
**Energy relative to the best compared isomer or geometry (same formula, charge and spin)**: 0.00 kJ/mol
**Spin multiplicity**: 2
**Charge**: +1
**DFT total energy**: -293.39890 Eh

=====

Record 4
Entry from the OMol25 dataset: a structure of composition C27H76F6NO18S2V (ωB97M-V/def2-TZVPD).

The geometry in XYZ format:
```
131
Properties=species:S:1:pos:R:3:lowdin_spin:R:1
V 1.710 -1.836 0.770 2.768
C 5.437 2.447 -1.849 0.000
O 6.576 2.100 -1.151 0.000
H 4.946 3.300 -1.335 0.000
H 5.606 2.744 -2.901 0.000
H 4.703 1.613 -1.883 0.000
C -1.996 -2.070 -0.901 0.002
F -1.195 -3.113 -1.072 0.002
F -1.763 -1.268 -1.934 0.000
F -3.250 -2.469 -0.829 0.001
S -1.534 -1.227 0.726 0.012
O -2.634 -0.334 0.982 0.007
O -1.384 -2.349 1.621 0.010
N 0.028 -0.583 0.391 0.038
S -0.238 0.977 0.265 0.003
O -0.959 1.367 -0.925 0.000
O -0.625 1.616 1.506 0.002
C 1.508 1.609 -0.027 0.001
F 1.892 1.434 -1.279 0.000
F 1.536 2.906 0.244 0.000
F 2.350 1.000 0.824 0.006
O 1.427 -3.855 0.676 0.054
H 0.744 -4.517 0.647 0.005
C -5.965 -0.275 -1.452 0.000
C -4.811 0.730 -1.382 0.000
O -5.194 1.849 -2.181 0.000
H -6.936 0.217 -1.345 0.000
H -5.913 -1.062 -0.701 0.000
H -6.036 -0.621 -2.488 0.000
H -3.906 0.224 -1.734 0.000
H -4.558 1.064 -0.378 0.000
H -5.377 1.526 -3.068 0.000
C 6.205 2.278 2.680 0.000
C 5.049 1.609 1.946 0.000
O 5.477 0.676 0.979 0.000
H 6.873 1.605 3.223 0.000
H 5.835 3.048 3.362 0.000
H 6.853 2.801 1.972 0.000
H 4.535 2.425 1.429 0.000
H 4.405 1.133 2.687 0.000
H 6.014 1.169 0.300 0.000
C -5.356 -0.880 3.475 0.000
C -6.110 0.442 3.559 0.000
O -7.123 0.271 4.563 0.000
H -4.991 -1.235 4.434 0.000
H -4.558 -0.821 2.733 0.000
H -6.034 -1.626 3.051 0.000
H -6.635 0.698 2.638 0.000
H -5.361 1.179 3.861 0.000
H -7.477 1.136 4.784 0.000
C 5.175 -2.122 2.942 0.000
C 4.575 -2.619 1.637 0.002
O 3.930 -1.497 0.991 0.024
H 5.747 -1.204 2.813 0.000
H 5.889 -2.820 3.388 0.000
H 4.327 -1.985 3.614 0.000
H 3.842 -3.411 1.794 0.000
H 5.343 -3.003 0.961 0.000
H 4.626 -0.810 0.850 0.001
C 1.382 -1.224 -3.597 0.000
C 1.641 -2.202 -2.470 0.005
O 2.182 -1.462 -1.361 0.022
H 2.305 -0.848 -4.044 0.000
H 0.928 -0.323 -3.170 0.000
H 0.648 -1.523 -4.345 0.000
H 2.411 -2.931 -2.743 0.000
H 0.750 -2.773 -2.235 0.000
H 3.048 -1.161 -1.662 0.001
C -6.825 -5.049 -1.658 0.000
C -5.461 -4.867 -2.298 0.000
O -4.980 -6.153 -2.669 0.000
H -7.308 -4.129 -1.312 0.000
H -6.786 -5.706 -0.783 0.000
H -7.547 -5.544 -2.309 0.000
H -4.780 -4.301 -1.662 0.000
H -5.635 -4.273 -3.201 0.000
H -4.317 -6.396 -1.997 0.000
C -2.037 -5.792 0.662 0.000
C -1.608 -6.244 -0.724 0.000
O -2.665 -6.939 -1.377 0.000
H -2.254 -6.569 1.394 0.000
H -2.861 -5.080 0.580 0.000
H -1.266 -5.177 1.138 0.000
H -0.684 -6.829 -0.622 0.000
H -1.249 -5.439 -1.361 0.000
H -2.700 -7.811 -0.969 0.000
C 1.683 -2.941 4.842 0.001
C 0.910 -2.320 3.701 0.005
O 1.731 -1.365 2.987 0.022
H 2.591 -3.354 4.396 0.000
H 1.103 -3.795 5.201 0.000
H 1.918 -2.266 5.662 0.000
H 0.016 -1.796 4.056 0.000
H 0.530 -3.065 3.006 0.002
H 1.746 -0.562 3.541 0.000
C 2.314 4.216 -3.440 0.000
C 3.506 5.011 -3.952 0.000
O 3.079 5.869 -5.016 0.000
H 1.548 4.832 -2.973 0.000
H 2.635 3.433 -2.752 0.000
H 1.821 3.763 -4.305 0.000
H 4.355 4.400 -4.250 0.000
H 3.882 5.628 -3.127 0.000
H 2.778 6.691 -4.624 0.000
C 1.518 2.938 3.748 0.000
C 2.158 2.094 4.825 0.000
O 1.569 0.774 4.777 0.000
H 0.442 3.064 3.864 0.000
H 1.628 2.436 2.788 0.000
H 2.037 3.895 3.658 0.000
H 1.971 2.553 5.798 0.000
H 3.225 1.989 4.633 0.000
H 0.868 0.757 5.433 0.000
C 0.818 6.228 -0.579 0.000
C -0.611 5.883 -0.302 0.000
O -1.467 6.895 -0.854 0.000
H 1.174 7.129 -0.070 0.000
H 0.992 6.422 -1.635 0.000
H 1.487 5.453 -0.202 0.000
H -0.885 5.680 0.737 0.000
H -0.863 4.937 -0.797 0.000
H -2.360 6.550 -0.928 0.000
C -2.183 2.084 -4.175 0.000
C -0.725 2.006 -4.581 0.000
O -0.619 2.751 -5.811 0.000
H -2.421 3.114 -3.900 0.000
H -2.361 1.495 -3.274 0.000
H -2.857 1.814 -4.985 0.000
H -0.456 0.971 -4.821 0.000
H -0.034 2.352 -3.810 0.000
H 0.232 2.517 -6.196 0.000
```

Results
**E_LUMO**: 1.9 eV
**Spin multiplicity**: 4
**Charge**: -1
**DFT total energy**: -4822.88312 Eh

=====

Record 5
Entry from the OMol25 dataset: the ion C5H3INOS2 with charge -1 (ωB97M-V/def2-TZVPD).

The geometry in XYZ format:
```
13
Properties=species:S:1:pos:R:3:nbo_charge:R:1
C -1.275 -1.099 -0.410 0.562
C -2.641 0.775 -0.439 0.103
C 1.313 -0.609 0.323 -0.580
C 2.488 0.210 0.755 -0.190
C -0.232 -0.094 -0.031 -0.308
N -2.542 -0.461 -0.368 -0.573
O -1.052 -2.325 -0.505 -0.629
S -3.613 1.956 -0.573 -0.114
S -0.537 1.507 -0.230 0.064
I 2.798 1.945 -0.608 0.015
H 1.709 -1.008 -0.628 0.234
H 1.083 -1.461 0.935 0.243
H 2.500 0.664 1.780 0.172
```

Results
**E_LUMO (alpha / beta)**: 1.9 / 2.6 eV
**Spin multiplicity**: 1
**Charge**: -1
**DFT total energy**: -1416.33259 Eh

=====

Record 6
Entry from the OMol25 dataset: a structure of composition C23H16BCuN11O2S4 (ωB97M-V/def2-TZVPD).

The geometry in XYZ format:
```
58
Properties=species:S:1:pos:R:3:nbo_charge:R:1
Cu 0.089 0.700 -0.012 1.139
C 3.649 1.483 -1.974 -0.344
C 2.259 1.591 -1.899 0.004
N 1.832 1.075 -0.757 -0.370
N 2.908 0.621 -0.075 -0.327
C 4.014 0.852 -0.803 -0.002
B 2.749 -0.180 1.268 0.934
N 1.821 -1.390 0.979 -0.350
C 1.927 -2.714 1.192 0.006
C 0.755 -3.321 0.798 -0.345
C -0.053 -2.281 0.336 0.024
N 0.590 -1.128 0.454 -0.400
N 2.066 0.712 2.337 -0.361
C 2.329 0.873 3.651 -0.029
C 1.385 1.732 4.169 -0.350
C 0.560 2.041 3.075 -0.030
N 0.975 1.423 1.983 -0.353
N 4.149 -0.533 1.754 -0.376
C 5.052 0.380 2.193 -0.043
C 6.236 -0.274 2.418 -0.363
C 5.953 -1.614 2.079 -0.055
N 4.705 -1.767 1.675 -0.273
H 4.293 1.799 -2.776 0.229
H 1.548 1.987 -2.609 0.237
H 4.982 0.543 -0.443 0.230
H 2.844 -3.118 1.588 0.249
H 0.515 -4.369 0.813 0.234
H -1.048 -2.325 -0.095 0.272
H 3.150 0.362 4.124 0.225
H 1.299 2.075 5.186 0.224
H -0.314 2.674 3.028 0.216
H 4.786 1.419 2.299 0.230
H 7.159 0.146 2.777 0.225
H 6.608 -2.472 2.112 0.203
S -2.017 0.441 0.564 0.106
C -2.404 2.001 -0.042 -0.238
S -0.894 2.634 -0.544 0.074
C -3.625 2.595 -0.098 -0.431
C -4.785 1.930 0.422 0.297
N -5.714 1.392 0.837 -0.324
C -3.769 3.896 -0.684 0.302
N -3.857 4.946 -1.149 -0.338
O -3.208 -3.191 -0.290 -0.961
S -3.160 -3.031 -1.726 2.288
O -3.458 -4.183 -2.536 -0.945
N -1.741 -2.344 -2.139 -0.822
C -1.898 -1.120 -2.605 0.128
S -0.664 -0.033 -2.978 -0.348
C -3.349 -0.705 -2.713 -0.130
C -3.876 0.472 -3.215 -0.190
C -5.257 0.632 -3.202 -0.200
C -6.091 -0.363 -2.693 -0.205
C -5.561 -1.546 -2.193 -0.209
C -4.185 -1.681 -2.218 -0.250
H -3.211 1.238 -3.597 0.243
H -5.690 1.551 -3.579 0.211
H -7.162 -0.208 -2.679 0.211
H -6.196 -2.323 -1.788 0.225
```

Results
**E_LUMO (alpha / beta)**: 0.2 / 0.2 eV
**Spin multiplicity**: 1
**Charge**: -1
**DFT total energy**: -4897.14654 Eh

=====

- What is the formula in the third record?
  C3H2CsLiO2

=====

- Which value of charge does entry 5 give?
  -1